No. 1
C36H34N5O10STi | ωB97M-V with the def2-TZVPD basis set

Results
Spin multiplicity: 2
Lowest unoccupied orbital energy (alpha / beta) in Eh: -0.0366 / -0.0341
Frontier orbital gap (alpha / beta) in hartree: 0.243 / 0.267
Net charge: 0
Relative energy (zero: lowest compared OMol25 entry of this formula, charge and spin) in kcal per mole: 18.02

Positions of all 87 atoms, in Å:
Ti -0.07 -0.26 0.24
S -2.81 1.86 1.65
O 1.84 0.63 -3.00
O 0.80 -5.52 0.91
O -0.23 -3.60 0.54
O 5.01 0.00 1.87
O 6.65 -4.37 2.12
O 2.94 0.47 2.10
O 5.39 -6.03 1.60
O 1.24 -1.40 1.26
O 0.08 -1.70 -1.04
O 1.18 0.50 -0.87
N 0.15 0.79 2.19
N 3.85 -0.34 1.92
N 0.90 -4.29 0.92
N -1.59 -1.30 1.65
N 5.58 -4.86 1.82
C 3.54 -1.76 1.72
C -0.13 2.22 2.45
C -3.03 3.51 -2.73
C -1.78 1.80 -1.49
C 2.11 -3.63 1.22
C -0.86 2.82 -1.14
C 3.01 -4.58 -2.46
C -0.92 -1.38 2.97
C -2.56 -0.47 -1.48
C 2.23 -2.21 1.39
C 1.33 0.00 -2.13
C 3.30 -1.91 -1.80
C 0.01 -0.99 -4.61
C -1.93 -2.96 -4.38
C 0.82 -1.46 -2.22
C 4.63 -2.60 1.86
C -2.87 2.16 -2.31
C 4.43 -3.95 1.69
C -3.33 0.34 2.50
C 1.92 -3.72 -2.55
C 3.19 -4.47 1.38
C -1.58 2.55 2.77
C 4.25 -4.11 -2.06
C -0.09 -1.71 -3.43
C -0.20 -0.08 3.35
C -1.83 -2.23 -5.56
C -1.07 -2.70 -3.33
C -0.86 -1.25 -5.66
C -1.03 4.12 -1.55
C -1.64 0.45 -1.03
C 4.39 -2.77 -1.74
C -3.80 1.17 -2.71
C 2.05 -2.38 -2.21
C -2.14 4.47 -2.35
C -3.64 -0.12 -2.31
C -3.03 -0.96 1.77
H 3.06 -5.54 1.24
H 0.97 -4.11 -2.90
H -0.31 4.87 -1.28
H -1.84 2.30 3.80
H -2.50 -2.43 -6.38
H -2.27 5.49 -2.68
H -2.45 -1.52 -1.21
H 5.61 -2.21 2.10
H 5.35 -2.38 -1.44
H -1.17 -3.26 -2.40
H 0.04 -2.96 -0.20
H -3.88 3.76 -3.36
H -2.67 -3.74 -4.28
H -0.78 -0.67 -6.58
H -3.53 -1.76 2.32
H 2.88 -5.63 -2.72
H -4.33 -0.89 -2.64
H 0.03 2.57 -0.57
H -3.45 -0.92 0.77
H 3.44 -0.87 -1.54
H -4.63 1.45 -3.35
H 1.17 0.71 2.12
H 0.76 -0.22 -4.72
H -0.82 0.50 4.03
H 5.10 -4.78 -2.00
H 0.50 2.57 3.28
H -1.65 -1.62 3.74
H -2.93 0.34 3.52
H -1.69 3.64 2.70
H 0.18 2.77 1.56
H 0.71 -0.33 3.89
H -4.42 0.39 2.61
H -1.55 -2.25 1.27
H -0.21 -2.20 2.92

List of Mulliken charges in e, atom by atom: -2.00, -0.02, -0.59, -0.77, -0.62, -0.64, -0.65, -0.68, -0.64, 1.39, 0.82, -0.47, -0.02, 0.81, 0.85, 0.12, 1.11, -0.38, -0.82, -0.86, 0.81, -0.51, -0.36, -0.85, -1.21, -1.16, 1.05, -1.09, -0.24, -0.46, -1.10, 3.31, -0.43, 0.93, -1.05, -0.87, -0.27, -0.26, -0.93, -0.66, -0.36, -0.98, -0.62, 0.05, -0.89, -1.05, 2.42, -0.79, -1.30, 0.42, -0.84, -1.23, -0.93, 0.67, 0.41, 0.47, 0.47, 0.42, 0.40, 0.65, 0.69, 0.41, 0.34, -0.10, 0.43, 0.42, 0.44, 0.58, 0.43, 0.46, 0.42, 0.30, 0.55, 0.39, 0.47, 0.57, 0.68, 0.45, 0.42, 0.63, 0.38, 0.49, 0.51, 0.47, 0.63, 0.32, 0.23



No. 2
C36H34N6OPPbSe2 | ωB97M-V with the def2-TZVPD basis set

Results
Lowest unoccupied orbital energy in Eh: -0.0802
Frontier orbital gap in hartree: 0.283
Net charge: +1
Relative energy (zero: lowest compared OMol25 entry of this formula, charge and spin) in kcal per mole: 5.88

Positions of all 81 atoms, in Å:
Pb -0.02 0.14 0.43
Se -0.42 0.18 3.44
Se -2.69 -1.22 0.89
P -2.14 -1.08 2.99
O 2.83 7.37 0.09
N 0.79 7.90 0.91
N 0.80 2.84 0.51
N 2.52 0.05 -0.50
N -1.69 1.57 -1.03
N 0.17 -2.37 -0.47
N 0.23 -0.20 -2.24
C -5.90 0.04 4.17
C -2.39 2.27 -3.20
C -3.51 2.87 -2.65
C 0.45 -3.43 0.28
C 1.99 4.72 -0.37
C -3.71 2.81 -1.28
C -0.22 1.03 -2.91
C 4.95 0.82 -1.56
C -4.83 -0.40 3.40
C -2.78 2.14 -0.51
C -0.31 -2.55 -1.70
C -3.56 -0.47 3.95
C -0.20 -4.93 -1.45
C -1.49 1.63 -2.35
C 4.75 0.84 -0.19
C -2.33 -3.87 3.00
C 1.60 -0.53 -2.69
C -1.09 -2.90 4.82
C 1.68 3.37 -0.35
C 3.52 0.45 0.29
C 0.28 -4.73 -0.16
C 0.46 5.02 1.43
C -1.40 -5.29 4.70
C -0.49 -3.82 -2.23
C 1.36 5.57 0.53
C -1.82 -2.75 3.64
C 2.71 0.02 -1.82
C -0.89 -4.17 5.35
C -0.69 -1.32 -2.49
C 3.92 0.40 -2.39
C -2.12 -5.14 3.53
C -4.43 0.34 6.05
C -3.36 -0.09 5.28
C 1.74 7.03 0.49
C -5.70 0.42 5.49
C 0.21 3.66 1.38
H -0.33 -4.29 6.27
H -4.99 -0.69 2.37
H -4.23 3.37 -3.29
H 5.90 1.13 -1.99
H -0.36 0.85 -3.98
H -0.34 -5.92 -1.84
H 2.16 2.69 -1.04
H -2.37 -0.13 5.71
H -0.04 5.62 2.18
H -0.87 -3.94 -3.24
H -1.24 -6.27 5.12
H -0.74 -1.56 -3.56
H 0.81 -3.23 1.29
H 1.01 8.88 0.90
H -2.91 2.03 0.56
H 0.52 -5.56 0.48
H -0.14 7.61 1.16
H -6.53 0.76 6.09
H -4.59 3.25 -0.82
H -0.47 3.19 2.09
H 2.73 5.12 -1.05
H -2.53 -6.01 3.02
H 3.30 0.47 1.36
H -2.21 2.29 -4.26
H -0.67 -2.04 5.31
H -4.27 0.63 7.08
H 0.58 1.77 -2.81
H 1.76 -0.19 -3.72
H -6.89 0.10 3.73
H 4.04 0.37 -3.46
H 5.53 1.15 0.48
H -2.90 -3.75 2.08
H 1.71 -1.61 -2.69
H -1.69 -1.00 -2.18

List of Mulliken charges in e, atom by atom: 1.48, -0.39, -0.54, 0.10, -0.59, -0.35, 0.38, 0.34, 0.65, 0.72, 0.86, -0.61, -0.97, -0.51, -0.69, -1.06, -0.86, -1.24, -0.49, -0.51, -0.48, 0.49, 1.03, -0.51, 0.33, -0.76, -0.41, -1.30, -0.54, -0.11, -0.32, -0.76, -0.96, -0.47, -1.00, 0.95, 0.92, 0.46, -0.69, -1.00, -0.92, -0.68, -0.68, -0.54, 0.26, -0.47, -0.51, 0.40, 0.32, 0.43, 0.45, 0.46, 0.43, 0.23, 0.30, 0.41, 0.50, 0.40, 0.41, 0.45, 0.23, 0.41, 0.50, 0.18, 0.39, 0.46, 0.39, 0.52, 0.44, 0.43, 0.50, 0.30, 0.40, 0.56, 0.35, 0.41, 0.48, 0.45, 0.38, 0.51, 0.45



No. 3
C36H35BBrCoN7O4S | ωB97M-V with the def2-TZVPD basis set

Results
Spin multiplicity: 5
Lowest unoccupied orbital energy (alpha / beta) in Eh: 0.0785 / 0.0784
Frontier orbital gap (alpha / beta) in hartree: 0.189 / 0.280
Net charge: -1
Relative energy (zero: lowest compared OMol25 entry of this formula, charge and spin) in kcal per mole: 41.46

Positions of all 86 atoms, in Å:
Br -0.02 5.46 3.01
Co -0.08 0.23 -0.64
S -1.51 2.14 -0.44
O 3.41 0.31 0.79
O -6.24 3.02 4.38
O -5.42 1.14 5.05
O 1.12 0.28 1.23
N -1.33 -1.15 -1.54
N -1.03 -1.49 -2.85
N 1.43 -1.90 -0.95
N 0.86 0.78 -2.35
N 0.15 -3.66 6.62
N 1.21 -2.37 -2.21
N 1.11 -0.11 -3.35
C 2.43 1.04 1.03
C -0.37 -2.16 3.38
C -3.16 -1.94 -2.52
C 1.60 -0.18 3.51
C 1.75 -3.56 -2.35
C 1.69 -4.35 -3.55
C 1.31 3.17 -1.82
C -2.09 -2.65 -4.81
C 1.36 1.97 -2.75
C -5.45 2.15 4.19
C -2.12 -2.03 -3.42
C -4.50 3.05 2.11
C 3.68 3.10 1.40
C 2.23 -0.27 -5.58
C 1.39 4.44 2.29
C -3.36 1.27 3.09
C 1.96 1.81 -4.00
C 2.34 -3.93 -1.16
C 0.91 -0.42 2.32
C 1.29 3.12 1.93
C 3.73 4.41 1.83
C 2.43 2.38 1.57
C -0.15 -1.29 2.30
C -4.47 2.09 3.12
C -3.62 3.09 1.02
C -2.52 2.18 1.00
C -2.63 -1.40 -1.34
C 1.36 -1.04 4.55
C -2.40 1.34 2.11
C 2.67 -2.81 1.16
C 2.64 5.16 2.26
C 0.17 -2.87 5.74
C 1.74 0.46 -4.34
C 2.16 -2.79 -0.27
C -3.38 -1.21 -0.10
C 0.43 -2.07 4.51
B 0.46 -1.48 -3.25
H 3.49 -3.50 1.24
H 4.75 4.78 2.02
H -3.68 3.85 0.30
H -4.19 -2.35 -2.73
H 0.56 -1.95 -4.38
H 0.39 3.76 -1.82
H -2.85 -0.37 0.36
H 3.06 -1.86 1.37
H 0.67 -4.81 -3.69
H 2.68 6.21 2.50
H -1.19 -2.87 3.38
H -4.78 0.44 4.81
H 2.29 2.58 -4.67
H 4.57 2.53 1.04
H 1.43 2.95 -0.76
H 1.83 -3.10 1.85
H -0.71 -1.50 1.37
H 1.84 -0.72 5.52
H -4.46 -1.03 -0.24
H 2.32 0.62 3.69
H -2.13 -1.86 -5.52
H 2.13 3.84 -2.02
H 2.44 -5.16 -3.52
H 2.61 -1.26 -5.29
H -1.47 0.86 2.29
H -3.15 0.61 3.93
H 2.89 0.43 -5.96
H 1.38 -0.35 -6.27
H 2.76 -4.91 -0.90
H -3.38 -2.11 0.51
H -5.35 3.77 2.05
H -1.20 -3.29 -4.97
H -3.00 -3.35 -4.90
H 1.86 -3.82 -4.54
H 0.42 2.54 2.03

List of Mulliken charges in e, atom by atom: -0.25, 1.06, -0.57, -0.79, -0.58, -0.51, 1.66, 0.51, 0.38, 0.94, 0.42, -0.59, -0.03, 0.56, -0.29, -1.07, -1.66, -0.33, 0.95, -1.34, -1.57, -1.29, 0.51, 0.52, 0.88, -0.64, -1.12, -1.48, -0.16, -0.35, -1.53, -1.72, -0.29, -0.19, -0.47, 0.84, 0.39, 0.71, -1.17, 1.15, 0.37, -0.68, -1.01, -1.05, -0.70, -0.23, 1.33, 0.71, -0.96, 0.35, -0.72, 0.51, 0.27, 0.55, 0.32, -0.15, 0.30, -0.16, 0.14, 0.16, 0.40, 0.45, 0.30, 0.43, 0.30, 0.29, 0.10, 0.04, 0.29, 0.39, 0.46, 0.26, 0.39, 0.37, 0.26, 0.09, 0.28, 0.45, 0.25, 0.39, 0.26, 0.30, 0.25, 0.32, 0.20, 0.62



No. 4
C36H35BO6 | ωB97M-V with the def2-TZVPD basis set

Results
Lowest unoccupied orbital energy in Eh: -0.0482
Frontier orbital gap in hartree: 0.179
Net charge: 0
Relative energy (zero: lowest compared OMol25 entry of this formula, charge and spin) in kcal per mole: 24.86

Positions of all 78 atoms, in Å:
O -2.50 1.12 2.94
O 1.43 -0.20 4.68
O -3.39 3.97 -1.47
O 1.66 -1.76 2.06
O 5.29 3.42 3.04
O -3.19 -2.12 3.70
C 0.08 1.61 4.70
C 1.07 1.78 5.71
C 1.11 -3.90 2.33
C -4.71 -3.53 4.87
C -3.71 -2.51 4.91
C -2.66 -0.75 1.59
C -3.75 0.07 1.36
C 2.10 -3.05 1.92
C -2.42 3.41 -0.69
C 1.60 1.77 1.92
C 5.58 4.82 2.83
C 1.93 3.09 1.56
C -4.67 2.13 2.50
C 2.69 1.01 2.37
C -2.01 2.13 -1.11
C 0.33 0.39 4.07
C 0.24 1.08 1.74
C 3.91 1.52 2.70
C -3.66 1.14 2.25
C -0.72 1.91 0.92
C 4.16 2.90 2.51
C 3.06 0.29 6.40
C -1.95 3.98 0.50
C -1.08 3.24 1.26
C 3.15 3.68 1.88
C -2.38 -1.02 3.93
C -3.28 -1.65 5.90
C 1.87 0.65 5.68
C -2.73 1.82 -2.40
C 3.44 -3.12 1.39
C -3.65 3.03 -2.57
C -1.18 1.38 -0.29
C 0.01 -3.06 2.74
C 0.36 -1.73 2.55
C -1.89 -0.22 2.76
C -2.52 -0.65 5.24
B -0.26 -0.24 2.77
H 1.15 -4.98 2.31
H 3.32 4.74 1.65
H 6.47 4.96 3.44
H -2.47 -1.70 1.07
H -5.56 -3.23 4.24
H -3.29 0.88 -2.36
H -4.53 -0.03 0.60
H -2.04 1.73 -3.25
H 2.57 -0.06 2.38
H -3.44 3.58 -3.50
H 3.68 1.17 6.61
H -0.71 2.30 4.45
H -5.01 2.50 1.52
H 4.12 -2.55 2.03
H -5.52 1.63 2.98
H -4.70 2.75 -2.52
H -0.92 0.36 -0.56
H 3.48 -2.66 0.39
H -4.30 2.94 3.13
H 1.19 2.65 6.33
H 3.80 -4.14 1.31
H 0.43 0.13 1.19
H 4.68 0.86 3.11
H -2.05 0.20 5.73
H 2.82 -0.15 7.38
H -4.34 -4.48 4.47
H 1.22 3.68 0.99
H -0.91 -3.47 3.12
H 5.80 5.01 1.77
H -5.06 -3.67 5.89
H 4.78 5.47 3.19
H -2.27 4.99 0.75
H -0.64 3.68 2.15
H 3.66 -0.43 5.84
H -3.49 -1.72 6.97

List of Mulliken charges in e, atom by atom: -0.15, -0.72, -0.57, -0.39, -0.44, -0.44, -0.89, -1.30, -1.37, -1.29, 0.40, -1.23, -0.79, 0.47, 0.11, 0.21, -0.88, -0.99, -1.66, -0.57, 0.60, 1.60, 1.21, -0.60, 0.60, 0.53, 0.70, -1.59, -1.89, 0.38, -0.87, 0.44, -0.97, 0.44, -0.76, -1.39, -0.33, -0.61, -0.59, 0.95, 2.66, -0.75, -0.94, 0.45, 0.40, 0.25, 0.55, 0.25, 0.23, 0.55, 0.24, 0.61, 0.29, 0.36, 0.60, 0.41, 0.26, 0.38, 0.30, 0.52, 0.26, 0.32, 0.45, 0.40, -0.02, 0.50, 0.69, 0.32, 0.30, 0.56, 0.51, 0.32, 0.36, 0.34, 0.40, 0.57, 0.32, 0.43



No. 5
C36H35CoFN3OS3 | ωB97M-V with the def2-TZVPD basis set

Results
Spin multiplicity: 4
Lowest unoccupied orbital energy (alpha / beta) in Eh: 0.0843 / 0.0511
Frontier orbital gap (alpha / beta) in hartree: 0.198 / 0.200
Net charge: -1

Positions of all 80 atoms, in Å:
Co 0.76 -0.09 0.52
S -1.61 1.55 -0.49
S -0.21 -1.64 2.29
S -0.77 1.64 2.13
F 4.57 4.76 3.12
O -0.90 0.25 -0.43
N 2.30 -0.45 1.38
N 2.46 -2.30 -0.03
N 1.32 -1.84 -0.53
C -4.05 -2.90 -0.99
C -1.60 0.55 3.18
C -3.68 -0.22 -0.33
C -0.16 3.07 -3.08
C -4.60 -1.90 -1.78
C -3.38 1.19 0.01
C 1.66 1.57 -0.46
C -1.33 -0.78 3.27
C 1.05 -4.04 -1.55
C 2.96 -1.58 0.96
C -0.08 0.76 -3.72
C -3.12 -1.23 0.45
C 4.60 -1.30 2.70
C -0.88 -4.47 -2.92
C 2.50 4.19 2.10
C -2.68 1.18 4.03
C 2.43 2.42 0.43
C 3.87 4.00 2.23
C -0.56 -2.29 -1.96
C 0.64 -2.70 -1.33
C 4.53 3.06 1.47
C 1.04 3.30 -3.73
C -3.29 -2.56 0.12
C -2.00 1.58 -2.34
C 0.30 -4.89 -2.32
C 3.91 -0.16 3.12
C 1.80 3.43 1.19
C -4.41 -0.57 -1.46
C 1.69 2.26 -4.37
C -1.29 -3.16 -2.74
C 1.13 0.99 -4.36
C -0.74 1.80 -3.08
C 4.14 -2.01 1.63
C -2.08 -1.66 4.24
C 3.82 2.28 0.59
C 2.78 0.21 2.43
H -0.91 -1.29 -1.77
H -0.65 3.88 -2.55
H -2.55 -0.95 1.32
H -2.54 2.26 4.06
H 0.81 2.12 -0.87
H -5.17 -2.17 -2.66
H -2.72 2.38 -2.50
H 1.63 0.17 -4.85
H -0.49 -0.23 -3.71
H 2.22 1.09 2.74
H -2.20 -2.81 -3.20
H -1.97 -1.30 5.27
H -2.82 -3.32 0.72
H -3.67 0.97 3.62
H -3.42 1.39 1.07
H 0.74 3.57 1.09
H 2.63 2.43 -4.88
H 5.60 2.94 1.58
H -3.15 -1.68 4.01
H 4.25 0.43 3.96
H -4.83 0.21 -2.09
H -2.44 0.61 -2.57
H 0.64 -5.91 -2.47
H -2.65 0.80 5.05
H 4.33 1.53 0.00
H -1.69 -2.67 4.18
H 5.48 -1.63 3.24
H -4.19 -3.93 -1.25
H 4.62 -2.91 1.28
H 2.27 1.15 -1.26
H -4.01 1.90 -0.53
H 1.48 4.28 -3.71
H -1.48 -5.16 -3.51
H 1.96 -4.38 -1.08
H 2.00 4.93 2.70

List of Mulliken charges in e, atom by atom: -1.89, 0.44, -0.42, -0.20, -0.38, 0.29, 1.35, -1.20, 1.52, -0.51, 0.93, -0.41, -0.38, -0.65, -0.76, -0.34, 0.54, -0.69, 0.18, 0.02, 0.85, -0.32, -0.87, -0.87, -1.82, 0.04, 0.46, 0.95, -0.49, -0.78, -0.53, -0.33, -1.38, -0.57, -1.23, -0.18, -0.45, -0.46, -0.59, -0.70, 0.27, -0.72, -1.69, -0.16, -0.20, 0.25, 0.33, -0.15, 0.43, -0.06, 0.39, 0.74, 0.39, 0.38, 0.57, 0.46, 0.37, 0.41, 0.26, 0.11, 0.47, 0.38, 0.41, 0.30, 0.49, 0.40, 0.35, 0.36, 0.46, 0.37, 0.47, 0.36, 0.39, 0.48, 0.32, 0.74, 0.39, 0.40, 0.44, 0.46



Max |F|, respectively: 1.3, 0.3, 3.4, 2.9, 2.3 eV Å⁻¹.